[1]
The following is a quantum chemistry calculation of a structure of composition C10H7Cl2N2O6PdS at a distorted geometry, from the OMol25 dataset.

```
29
Properties=species:S:1:pos:R:3:forces:R:3
Pd -0.416018 1.422191 1.305103 0.5 0.7 -1.1
Cl 3.938577 -0.106290 -0.436886 -0.2 -0.1 0.0
C 2.439206 -0.995846 -0.558410 0.3 -0.1 -0.2
C 2.404443 -2.130009 -1.389212 0.3 0.2 0.0
C 1.269927 -2.863983 -1.539340 -0.2 -0.1 0.0
Cl 1.281027 -4.276272 -2.582876 0.0 0.1 0.1
C 0.084825 -2.491193 -0.855993 0.0 -0.1 -0.2
C -1.159074 -3.157224 -0.948796 0.1 -0.1 0.0
C -2.231083 -2.692795 -0.244290 -0.1 0.1 0.1
C -2.072710 -1.551603 0.572826 0.1 -0.2 -0.1
N -0.933274 -0.924468 0.672976 -0.3 -0.3 -0.1
C 0.137322 -1.358389 -0.024745 -0.1 0.3 0.3
C 1.336095 -0.560596 0.156608 -0.1 0.3 0.3
O 1.354052 0.464784 0.940605 0.4 -0.5 -0.1
H 3.304074 -2.412513 -1.920106 0.0 0.0 0.0
H -1.245344 -4.031781 -1.580576 0.0 0.0 0.0
H -3.194616 -3.181669 -0.305599 0.0 0.0 0.0
H -2.896392 -1.153705 1.156044 0.0 0.0 0.0
O -2.129758 0.760708 3.172312 -0.2 -0.2 0.4
N -1.165327 0.927085 3.883216 0.4 0.4 -0.4
O -0.102479 1.339662 3.239996 -0.6 -0.4 0.5
C 0.814358 4.001036 -0.190153 0.4 0.2 0.0
S -0.765729 3.309563 -0.510148 -0.9 -0.9 0.6
O -0.545247 1.841792 -0.783857 0.1 0.5 0.2
O -1.339842 4.066911 -1.579312 -0.1 0.0 -0.2
O -1.530636 3.318891 0.768061 0.2 0.4 0.0
H 1.313048 4.120065 -1.150693 0.0 0.0 0.0
H 1.393037 3.345195 0.454187 0.0 0.0 0.0
H 0.657534 4.970466 0.279047 0.0 0.0 0.0
```
Positions in Å, forces in eV/Å.

## Properties
Highest occupied orbital energy (eV): -4.79
Kohn-Sham gap (eV): 7.48
LUMO level (eV): 2.69
Maximum force (eV/A): 1.43
Net charge: -1

***

[2]
The following is a quantum chemistry calculation of a structure of composition C10H7Co2N2O7 at a distorted geometry, from the OMol25 dataset.

```
28
Properties=species:S:1:pos:R:3:forces:R:3
N -0.607981 0.829693 0.536305 0.2 0.0 -0.1
N 0.277334 -0.270653 0.564237 0.2 0.7 -0.1
C 1.602429 -0.032310 0.608740 -0.2 0.5 0.1
O 2.069921 1.074814 0.838961 0.2 -0.9 -0.2
H -0.186359 1.548310 1.135705 -0.2 -0.4 -0.3
H -0.592330 1.195354 -0.420166 0.0 0.1 0.3
H -0.056083 -1.168406 0.266223 -0.4 0.0 0.1
H 2.144794 -0.964249 0.405701 0.6 0.1 0.2
O -4.859624 -3.586816 1.154734 -0.2 -0.2 -0.3
C -5.419304 -2.780632 0.553044 0.7 -0.6 1.5
Co -6.183726 -1.436723 -0.282295 0.1 0.0 -0.5
C -5.631988 -1.443656 -1.950066 0.1 0.1 -2.2
O -5.237783 -1.367063 -3.032752 -0.2 -0.2 1.0
C -7.923070 -1.750323 -0.417710 -0.3 1.5 0.2
O -9.067472 -1.869771 -0.472118 0.7 -0.5 0.0
C -6.236418 0.172280 0.852189 -0.4 -1.6 1.9
C -4.870426 0.245150 0.483664 -2.5 1.7 0.1
C -3.677732 -0.080558 0.984469 -0.1 0.2 0.6
Co -6.227081 1.688913 -0.222928 0.5 -0.3 -0.8
C -5.491031 2.032200 -1.779286 1.1 0.1 -1.7
O -4.936068 2.197144 -2.786476 -0.7 -0.1 1.2
C -5.902900 3.018250 0.872501 0.7 0.9 1.3
O -5.608884 3.826203 1.647297 -0.4 -0.5 -0.6
C -7.975940 1.707567 -0.596117 -1.1 -0.7 -0.2
O -9.108864 1.628150 -0.830024 1.5 0.4 0.3
H -6.617387 0.146822 1.899198 0.4 0.0 -0.8
H -2.753545 0.466256 0.747697 -0.5 -0.7 0.0
H -3.690680 -0.764848 1.867275 0.3 0.2 -0.8
```
Positions in Å, forces in eV/Å.

## Properties
Highest occupied orbital energy (eV): -3.46
Kohn-Sham gap (eV): 5.89
LUMO level (eV): 2.43
Maximum force (eV/A): 3.04
Net charge: -1

***

[3]
The following is a quantum chemistry calculation of a cluster of 3 separate species, C10H7N3 in total at a distorted geometry, from the OMol25 dataset.

```
20
Properties=species:S:1:pos:R:3:forces:R:3
C 1.723101 0.984935 -0.131939 -8.4 0.1 4.3
C -0.619131 0.693142 0.199613 -0.5 1.7 -1.0
C -1.968526 1.221134 -0.241317 3.0 -5.5 3.6
C -3.036783 0.379137 -0.163399 -4.8 1.5 -3.2
C -3.004129 -1.086051 -0.123042 3.7 -0.3 1.1
C -1.644169 -1.489035 0.116705 -4.2 -0.6 -1.3
C -0.492259 -0.694479 0.262822 0.4 -0.9 -0.9
C 0.781991 -1.256305 0.136204 1.9 -0.4 1.2
C 1.896440 -0.346378 -0.206388 -1.8 -6.0 1.1
C 3.169578 -0.991486 -0.213567 5.2 -3.3 0.2
H 2.446202 3.044519 0.554052 -0.2 -4.2 -3.5
H 3.850706 1.593060 0.818653 -2.7 0.1 -3.0
H -1.837940 2.196693 -0.306036 -0.9 4.6 -0.8
H -4.083432 0.968009 -0.586518 2.8 -2.0 1.5
H -3.698820 -2.042337 -0.322850 1.0 3.3 0.4
H -1.648090 -2.495755 -0.232829 1.3 -1.1 0.6
H 0.912732 -2.395320 0.533458 0.1 2.9 -1.7
N 2.607105 1.840831 -0.327727 8.8 8.5 4.6
N 0.465687 1.529122 0.361023 0.5 -1.8 -2.7
N 4.179739 -1.653439 -0.126911 -5.1 3.5 -0.5
```
Positions in Å, forces in eV/Å.

## Properties
Highest occupied orbital energy (eV): -8.74
Kohn-Sham gap (eV): 7.03
LUMO level (eV): -1.71
Maximum force (eV/A): 13.04

***

ΔE to the lowest compared entry with this formula, charge and spin for every record listed, in sequence, given in kJ/mol: 139.5 21.9 972.6.
Electronic energy for every record listed, in sequence, given in eV: -65108.6656 -103046.9877 -14944.0016.